Entry 1:
Density functional theory data (ωB97M-V with the def2-TZVPD basis set) for a cluster of 2 separate species, C2H5S in total in a non-equilibrium geometry.

Structure (XYZ):
```
8
Properties=species:S:1:pos:R:3
S -0.6114 2.1559 -1.0925
H -0.6714 3.4964 -1.0845
C 0.8105 -0.6804 0.3060
C -0.3974 -1.2494 0.3453
H 0.9726 0.1253 -0.4049
H 1.6309 -0.9811 0.9544
H -0.4537 -2.2149 0.8354
H -1.2801 -0.6518 0.1409
```

Results
HOMO energy ... -2.4 eV
DFT total energy ... -12989.848 eV
Total charge ... -1
Multiplicity ... 1
LUMO energy ... 0.1598 hartree

Entry 2:
Density functional theory data (ωB97M-V with the def2-TZVPD basis set) for a structure of composition C3H16N2O3 in a non-equilibrium geometry.

Structure (XYZ):
```
24
Properties=species:S:1:pos:R:3
N -1.9035 0.9480 -1.0475
C -0.1663 1.4209 -0.4633
C 1.1318 0.9359 -1.0584
C 2.1486 0.2757 -0.1152
N 1.8048 -1.0490 0.3138
H -2.3252 1.8558 -0.8305
H -0.9903 1.3066 -1.4785
H -0.2291 2.5111 -0.4010
H -0.3309 1.1766 0.5732
H 1.6531 1.7170 -1.6387
H 0.8716 0.1532 -1.7886
H 3.0813 0.3941 -0.6790
H 2.3367 1.0120 0.7053
H 2.5576 -1.5834 0.7044
H 1.2079 -1.5572 -0.3275
H -0.9976 -2.2408 -2.1197
H -1.0496 -1.5813 -0.7387
O -0.5278 -2.1817 -1.2891
H -1.2464 -0.6681 3.9942
H -0.4228 -0.0162 2.8724
O -0.8199 -0.8458 3.1471
H -1.7172 -0.9279 1.2829
H -1.9625 -0.0292 -0.0148
O -2.1041 -1.0261 0.3973
```

Results
HOMO energy ... -8.9 eV
DFT total energy ... -12489.280 eV
Total charge ... 0
Multiplicity ... 1
LUMO energy ... 0.0174 hartree

Entry 3:
Density functional theory data (ωB97M-V with the def2-TZVPD basis set) for an isolated molecule of C15H14N4O3 in a non-equilibrium geometry.

Structure (XYZ):
```
36
Properties=species:S:1:pos:R:3
O 3.0225 -0.7876 0.5733
O -2.3573 -0.2334 5.0018
O 0.5188 -2.5068 2.7183
N -0.9546 -0.3991 -0.9188
C 1.8644 -0.5069 0.2395
C -1.2591 -0.1139 4.5539
C 0.1303 -1.3439 3.1116
C -2.1619 -0.0779 -1.4809
C 2.6310 -0.4452 -2.0897
C 2.4018 -0.3128 -3.4436
C -2.3137 0.1360 -2.8556
C 1.4858 -0.4369 -1.1767
C 1.1341 0.0455 -3.9731
C -1.2958 0.0745 -3.7328
C 0.1918 -0.2089 -1.6889
C -0.0045 -0.0279 -3.1009
N -0.9030 -1.3527 4.0136
N -1.5542 0.1786 -5.1305
N 0.9317 0.0357 1.1977
C -0.5481 1.1405 4.5491
C 0.9133 -0.0342 2.6860
C 0.1478 1.2920 3.1652
H -2.9521 0.3333 -0.8638
H 3.6455 -0.5845 -1.6955
H 3.2199 -0.1880 -4.1257
H -3.3248 0.3453 -3.1736
H 0.9898 0.0714 -5.0809
H -1.4114 -2.1318 4.2080
H -2.5760 0.2689 -5.4186
H -0.8852 0.7092 -5.6989
H -0.0231 0.0333 0.8979
H 0.1837 1.2288 5.3468
H -1.2478 2.0429 4.6446
H 1.9200 -0.0053 3.0910
H 0.8839 2.0348 3.2789
H -0.4437 1.7269 2.3712
```

Results
HOMO energy ... -8.5 eV
DFT total energy ... -27884.021 eV
Total charge ... 0
Multiplicity ... 1
SMILES ... Nc1ccnc2c(C(=O)N[C@H]3CCC(=O)NC3=O)cccc12
LUMO energy ... -0.0233 hartree

Entry 4:
Density functional theory data (ωB97M-V with the def2-TZVPD basis set) for a structure of composition C23H44BCrN6O4S in a non-equilibrium geometry.

Structure (XYZ):
```
80
Properties=species:S:1:pos:R:3
Cr 0.5616 -0.4239 -0.0868
C 0.4666 -1.7820 2.6734
C 1.1786 -0.5407 3.1376
O 1.6727 0.1016 1.9665
C 2.1585 1.4278 2.1782
C 1.0100 2.4264 2.5071
O -0.2760 1.8772 2.2648
C -0.6633 1.8502 0.9222
C -2.0240 1.1699 0.8094
O -1.8826 -0.0279 0.0251
C -2.5159 -1.1908 0.5446
C -1.8114 -1.6528 1.8083
O -0.4198 -1.4152 1.6016
H -0.0911 -2.2257 3.4965
H 1.1733 -2.5137 2.2806
H 2.0062 -0.8140 3.7960
H 0.4947 0.1201 3.6693
H 2.6658 1.6938 1.2553
H 2.8951 1.4261 2.9818
H 1.1472 3.3465 1.9308
H 1.0163 2.6892 3.5612
H 0.0253 1.2547 0.3060
H -0.6513 2.8441 0.4795
H -2.7548 1.8160 0.3280
H -2.3623 0.9361 1.8184
H -2.4116 -1.9386 -0.2391
H -3.5768 -1.0256 0.7321
H -1.9976 -2.7150 1.9740
H -2.1385 -1.1020 2.6898
B 2.8665 -1.5678 -2.6038
N 1.9101 -2.5358 -1.8052
C 1.9528 -3.8554 -1.9860
C 0.9886 -4.4598 -1.1921
C 0.3866 -3.4054 -0.5341
N 0.9437 -2.2370 -0.9093
N 2.6147 -0.0439 -2.2867
C 3.2844 0.9138 -2.9241
C 2.9670 2.1472 -2.3733
C 2.0634 1.8451 -1.3751
N 1.8524 0.5153 -1.3174
H 4.0057 -1.8360 -2.2891
H 2.6616 -1.7341 -3.7842
H 2.6698 -4.2845 -2.6692
H 0.7673 -5.5115 -1.1092
H -0.4295 -3.4337 0.1680
H 3.9509 0.6573 -3.7337
H 3.3344 3.1176 -2.6643
H 1.5390 2.5272 -0.7241
C -2.8454 6.7999 -3.3464
C -4.2623 6.6565 -2.7852
C -4.4041 5.7630 -1.5475
C -4.2853 4.2651 -1.7902
N -2.9139 3.8722 -2.1457
C -2.5295 2.7485 -2.7849
S -1.0646 1.9902 -2.4373
N -3.3723 2.2594 -3.7381
C -3.8652 3.1020 -4.8527
C -2.8367 3.3265 -5.9556
C -2.4213 2.0789 -6.7483
C -1.3033 1.2434 -6.1194
H -2.8372 7.5078 -4.1772
H -2.4475 5.8538 -3.7155
H -2.1618 7.1815 -2.5817
H -4.9303 6.2818 -3.5682
H -4.6257 7.6499 -2.5165
H -5.3929 5.9282 -1.1143
H -3.6736 6.0656 -0.7860
H -4.9774 3.9616 -2.5667
H -4.5802 3.7257 -0.8842
H -2.1971 4.2463 -1.5447
H -3.0444 1.3606 -4.0584
H -4.1615 4.0689 -4.4619
H -4.7502 2.6152 -5.2628
H -1.9486 3.7978 -5.5217
H -3.2834 4.0486 -6.6444
H -2.0795 2.4106 -7.7299
H -3.3044 1.4549 -6.9214
H -0.4715 1.8799 -5.8088
H -0.9208 0.5191 -6.8412
H -1.6184 0.6792 -5.2386
```

Results
HOMO energy (alpha / beta) ... -10.5 / -10.5 eV
DFT total energy ... -81623.516 eV
Total charge ... +1
Multiplicity ... 5
LUMO energy (alpha / beta) ... -0.0695 / -0.0683 hartree

Entry 5:
Density functional theory data (ωB97M-V with the def2-TZVPD basis set) for an isolated molecule of C4H8ClN in a non-equilibrium geometry.

Structure (XYZ):
```
14
Properties=species:S:1:pos:R:3
C 0.0565 0.2637 -1.2986
C 0.1982 -0.1928 0.1245
C 1.3801 0.5763 0.5790
C 1.5571 -0.8100 0.1940
H -0.3815 2.2392 -0.9177
H -1.6841 1.4379 -1.1935
H -0.4705 -0.5452 -1.7957
H 0.9003 0.2702 -1.9054
H 1.5259 0.9519 1.5648
H 1.6403 1.4386 0.0223
H 1.6046 -1.6620 0.9395
H 1.8336 -0.9066 -0.9242
N -0.7651 1.4382 -1.6423
Cl -1.1038 -0.7244 1.0655
```

Results
HOMO energy ... -9.7 eV
DFT total energy ... -18287.753 eV
Total charge ... 0
Multiplicity ... 1
SMILES ... NCC1(Cl)CC1
LUMO energy ... 0.0343 hartree

Entry 6:
Density functional theory data (ωB97M-V with the def2-TZVPD basis set) for a structure of composition C29H24BrN11O6S2SeV in a non-equilibrium geometry.

Structure (XYZ):
```
75
Properties=species:S:1:pos:R:3
V -1.1547 -0.0170 0.8245
N -2.0205 3.8408 -2.0631
C -2.1875 2.6235 -1.3876
S -3.6377 2.4536 -0.4898
N -1.1725 1.8384 -1.6149
N -1.0188 0.5427 -1.0896
C -0.3541 -0.1830 -1.9299
C 0.0723 -1.5637 -1.8195
C 0.8733 -2.0917 -2.8381
C 1.3014 -3.4036 -2.8264
C 0.8785 -4.2376 -1.7792
C 0.0677 -3.7557 -0.7770
C -0.3323 -2.3965 -0.7418
O -1.0380 -1.9322 0.2297
H -2.5571 4.5847 -1.6552
H -1.0576 4.0553 -2.2789
H -0.1038 0.3264 -2.8555
H 1.1653 -1.4344 -3.6548
H 1.9481 -3.7813 -3.6084
H 1.1975 -5.2736 -1.7562
H -0.2612 -4.3921 0.0375
N 5.0168 2.2605 -4.5760
C 4.4807 2.0615 -3.2846
C 4.8452 2.8971 -2.2332
C 4.3175 2.7006 -0.9631
C 3.4210 1.6718 -0.7394
C 3.0226 0.8554 -1.7915
C 3.5468 1.0495 -3.0568
S 2.9239 1.2547 0.9171
O 3.4073 2.3025 1.7767
O 3.5210 -0.0434 1.1363
N 1.3310 1.0649 0.8088
C 0.5319 2.1325 1.1299
N 0.9720 3.4039 1.1737
C 0.1653 4.3179 1.6856
C -1.1125 4.0422 2.1306
C -1.5618 2.7642 1.8961
N -0.7803 1.8214 1.3637
H 5.9336 2.6751 -4.5746
H 4.9845 1.4382 -5.1553
H 5.5533 3.7013 -2.4167
H 4.6002 3.3335 -0.1295
H 2.3080 0.0598 -1.6064
H 3.2431 0.4046 -3.8778
H 0.5742 5.3252 1.7291
H -1.7488 4.7854 2.5896
H -2.5736 2.4720 2.1142
Br 1.1300 -4.0016 5.6413
C 1.4655 -3.2412 3.9280
C 2.5037 -3.7272 3.1524
C 2.6809 -3.1687 1.9026
C 1.8234 -2.1556 1.4910
N 0.8341 -1.6913 2.2408
C 0.6563 -2.2251 3.4548
H 3.1461 -4.5192 3.5158
H 3.4801 -3.4986 1.2515
H 1.9282 -1.7257 0.5068
H -0.1512 -1.8177 4.0496
O -0.9901 1.4564 5.3139
N -1.6785 0.9776 4.4013
O -2.9029 1.2003 4.3248
O -1.1112 0.1618 3.5744
Se -3.1961 -1.3905 2.7710
N -2.9559 -0.5647 1.1731
C -3.9962 -0.9583 0.3771
C -4.1264 -0.6808 -1.0023
C -5.2384 -1.1149 -1.6727
C -6.2602 -1.8423 -1.0087
C -6.1395 -2.1786 0.3086
C -4.9787 -1.7750 1.0267
N -4.7258 -2.1340 2.2898
H -3.3567 -0.1316 -1.5144
H -5.3377 -0.8953 -2.7293
H -7.1386 -2.1549 -1.5652
H -6.8957 -2.7589 0.8248
```

Results
HOMO energy (alpha / beta) ... -1.5 / -2.2 eV
DFT total energy ... -241884.924 eV
Total charge ... -2
Multiplicity ... 4
LUMO energy (alpha / beta) ... 0.1466 / 0.1466 hartree